# 1
The following is a DFT calculation (ωB97M-V/def2-TZVPD) of C4H5ClN2 in the gas phase in a non-equilibrium geometry.

## Properties
ΔE to the lowest compared entry with this formula, charge and spin (eV): 7.875
2S+1: 1
Kohn-Sham gap (alpha / beta) (eV): 7.87 / 7.58

Atoms and positions in Å:
1 Cl 2.054 -0.821 -2.357
2 N 2.977 -0.289 -1.213
3 N 0.239 -1.635 -1.655
4 C -0.740 0.238 1.451
5 C -0.846 -0.026 -0.100
6 C -1.655 0.983 0.551
7 C -0.369 -0.861 -0.968
8 H -2.731 1.109 0.444
9 H -1.276 2.061 0.444
10 H 3.404 -0.998 -0.711
11 H 0.090 0.681 2.017
12 H -1.145 -0.442 2.097


# 2
The following is a DFT calculation (ωB97M-V/def2-TZVPD) of C18H21NO3S in the gas phase.

## Properties
ΔE to the lowest compared entry with this formula, charge and spin (eV): 1.237
2S+1: 1
Structure (SMILES): COc1ccc(C(=O)NCCSCc2ccccc2)cc1OC
Kohn-Sham gap (eV): 8.78

Atoms and positions in Å:
1 S 4.354 -0.704 -0.289
2 O -2.928 -0.175 1.368
3 O 1.817 3.060 -0.273
4 O -3.939 0.568 -1.239
5 N 1.995 1.184 0.973
6 C 1.588 -2.047 0.237
7 C -2.149 0.529 0.483
8 C -0.641 2.001 -1.356
9 C 2.989 -0.847 -1.497
10 C -1.929 1.617 -1.658
11 C -0.847 0.909 0.767
12 C 3.385 1.416 1.283
13 C 4.324 1.071 0.130
14 C -2.702 0.874 -0.768
15 C 0.536 -1.194 -1.737
16 C -2.392 -0.511 2.623
17 C -0.080 1.629 -0.143
18 C -0.673 -1.720 -1.322
19 C 0.373 -2.561 0.660
20 C -4.854 -0.201 -0.492
21 C -0.758 -2.407 -0.122
22 C 1.317 2.038 0.159
23 C 1.682 -1.362 -0.966
24 H 3.497 2.483 1.499
25 H 5.349 1.315 0.405
26 H 3.362 -1.542 -2.255
27 H -4.459 -1.194 -0.266
28 H -5.136 0.295 0.438
29 H -3.184 -1.055 3.137
30 H -5.731 -0.297 -1.133
31 H -0.058 2.584 -2.051
32 H -2.133 0.380 3.204
33 H 4.047 1.628 -0.764
34 H -2.382 1.880 -2.601
35 H 1.646 0.243 1.082
36 H 2.862 0.131 -1.964
37 H -0.422 0.666 1.728
38 H 2.477 -2.191 0.835
39 H -1.702 -2.821 0.200
40 H -1.513 -1.155 2.528
41 H 3.646 0.834 2.169
42 H -1.550 -1.594 -1.939
43 H 0.319 -3.098 1.596
44 H 0.596 -0.659 -2.673


# 3
The following is a DFT calculation (ωB97M-V/def2-TZVPD) of 7 unconnected molecules or ions with the total composition C7H10Cl18 in a non-equilibrium geometry.

## Properties
ΔE to the lowest compared entry with this formula, charge and spin (eV): 1.540
2S+1: 1
Structure (SMILES): ClC(Cl)Cl.ClC(Cl)Cl.ClC(Cl)Cl.ClC(Cl)Cl.ClCCl.ClCCl.ClCCl
Kohn-Sham gap (eV): 11.05

Atoms and positions in Å:
1 Cl -6.269 -3.391 -2.988
2 Cl 0.166 -3.331 4.719
3 Cl -4.738 -5.755 -3.568
4 Cl 1.489 0.198 0.378
5 Cl 4.734 4.481 3.489
6 Cl -1.358 -8.200 0.537
7 Cl 0.026 -6.121 -0.734
8 Cl 5.934 1.912 3.973
9 Cl -3.955 3.277 -3.046
10 Cl 0.290 6.328 0.107
11 Cl 0.744 8.583 -1.579
12 Cl 7.318 3.866 2.199
13 Cl 2.494 -4.090 6.148
14 Cl -3.440 -3.065 -3.782
15 Cl -6.405 2.748 -4.633
16 Cl 2.876 0.306 -2.206
17 Cl 2.802 6.546 -1.376
18 Cl 1.248 -1.624 6.883
19 C 1.560 7.538 -0.469
20 C 0.182 -7.827 -0.294
21 C -5.708 3.688 -3.284
22 C 5.778 3.252 2.839
23 C 1.571 -2.706 5.563
24 C 1.242 0.350 -1.417
25 C -4.635 -4.131 -2.900
26 H -6.277 3.609 -2.358
27 H 0.213 -8.455 -1.185
28 H -4.244 -4.236 -1.888
29 H 1.066 -8.008 0.317
30 H 1.948 8.154 0.342
31 H 0.736 1.297 -1.603
32 H 0.797 -0.606 -1.694
33 H -5.806 4.756 -3.481
34 H 2.352 -2.175 5.019
35 H 5.269 2.829 1.972


# 4
The following is a DFT calculation (ωB97M-V/def2-TZVPD) of C5H8N2 in the gas phase in a non-equilibrium geometry.

## Properties
ΔE to the lowest compared entry with this formula, charge and spin (eV): 1.683
2S+1: 1
Structure (SMILES): C[C@H]1CN1CC#N
Kohn-Sham gap (eV): 10.80

Atoms and positions in Å:
1 N 1.435 -2.889 -0.112
2 N 0.572 0.327 0.445
3 C 1.572 -1.741 -0.164
4 C -0.702 0.254 -0.244
5 C 0.011 1.553 -0.101
6 C -1.862 -0.200 0.605
7 C 1.692 -0.273 -0.252
8 H -2.786 -0.252 0.022
9 H -0.311 2.283 0.638
10 H 1.738 -0.003 -1.321
11 H -1.640 -1.202 0.989
12 H -0.673 -0.170 -1.253
13 H -2.015 0.468 1.460
14 H 0.474 1.982 -0.993
15 H 2.631 0.040 0.219


# 5
The following is a DFT calculation (ωB97M-V/def2-TZVPD) of 14 unconnected molecules or ions with the total composition C62H166N14O17 in a non-equilibrium geometry.

## Properties
ΔE to the lowest compared entry with this formula, charge and spin (eV): 2.977
2S+1: 1
Kohn-Sham gap (eV): 8.56

Atoms and positions in Å:
1 O 3.304 -5.131 -3.438
2 O -5.918 7.471 3.999
3 O -0.039 4.890 -1.363
4 O 3.377 3.792 7.156
5 O -6.202 1.576 -1.717
6 O 5.567 4.361 -2.889
7 O -1.656 4.651 3.172
8 O 1.367 -0.517 -0.806
9 O -4.352 -2.017 2.193
10 O 0.853 0.263 7.473
11 O 4.414 -1.393 2.107
12 O -1.316 1.906 -5.223
13 O -1.853 -2.577 -5.380
14 O 0.189 -5.050 -0.764
15 O 0.548 -3.172 3.070
16 O -10.366 2.535 0.459
17 O 5.371 -0.784 -5.628
18 N -1.352 -4.862 4.435
19 N 4.212 -8.050 -5.583
20 N 1.386 -7.523 -1.891
21 N -8.179 0.806 0.315
22 N -2.464 3.124 0.795
23 N 0.968 0.786 -4.210
24 N 8.114 -0.683 -4.908
25 N -1.437 -4.233 1.595
26 N 0.066 -0.060 4.411
27 N -0.532 -1.732 -8.724
28 N 4.241 1.538 4.317
29 N -3.029 7.252 3.506
30 N 5.626 2.065 -0.091
31 N -1.280 0.462 1.701
32 C -2.701 -1.951 -4.401
33 C 5.660 -6.782 -4.204
34 C 8.398 -3.112 -4.736
35 C -0.368 -0.206 6.900
36 C 5.354 -1.913 1.179
37 C -3.783 -4.759 1.345
38 C 6.049 -1.934 -5.059
39 C -6.569 7.012 5.186
40 C 0.681 -1.993 -6.677
41 C -0.659 -0.238 0.583
42 C 2.763 -3.870 -3.581
43 C 4.916 3.606 -1.867
44 C 4.221 3.287 6.132
45 C -0.817 2.410 -3.979
46 C -5.304 1.603 -2.732
47 C -2.761 -3.650 1.315
48 C -1.149 3.611 3.941
49 C -1.839 7.051 2.788
50 C -1.035 5.915 3.404
51 C -0.369 -4.106 -1.623
52 C -10.379 1.218 1.059
53 C 1.452 3.098 -4.815
54 C 6.691 1.760 -2.150
55 C 0.674 0.347 0.126
56 C 1.032 -0.329 8.773
57 C 3.671 0.289 3.698
58 C 3.339 2.238 5.272
59 C 4.177 -7.067 -4.490
60 C 4.018 4.771 7.975
61 C 0.832 -3.522 4.413
62 C 4.601 5.264 -3.397
63 C -3.003 -2.575 2.450
64 C -0.647 -2.318 -7.395
65 C -0.507 -3.910 5.146
66 C -5.046 8.571 4.146
67 C 2.527 0.112 -1.305
68 C -0.461 4.350 -0.167
69 C 4.038 -0.733 -5.291
70 C -1.818 -1.749 -6.614
71 C -8.945 0.902 1.577
72 C 6.105 2.837 -1.231
73 C -5.848 0.764 -0.623
74 C -0.769 0.378 5.534
75 C 7.571 -1.930 -5.369
76 C -1.803 3.652 -0.400
77 C -0.218 -4.493 6.574
78 C -0.895 -8.454 -1.927
79 C -2.171 -0.065 5.192
80 C -4.867 -1.348 3.240
81 C -6.778 1.082 0.625
82 C -1.566 -0.314 -0.647
83 C 0.645 2.169 -3.883
84 C -3.887 8.372 3.154
85 C -11.636 2.869 -0.012
86 C 3.246 -5.817 -4.678
87 C -2.857 4.618 -1.013
88 C 4.782 -0.203 2.773
89 C 0.010 -7.192 -1.916
90 C -2.716 2.023 -5.372
91 C 1.289 5.384 -1.247
92 C 1.786 -2.908 2.323
93 C -0.397 -6.300 -0.750
94 H 8.378 -3.125 -3.647
95 H -0.787 -3.396 -7.474
96 H 7.537 1.254 -1.684
97 H 9.427 -2.973 -5.067
98 H -2.211 -1.834 2.562
99 H 6.206 -7.720 -4.297
100 H 4.942 -7.736 -6.206
101 H 4.320 6.010 -2.654
102 H -1.183 0.066 7.572
103 H 3.444 -8.060 -6.240
104 H 4.556 5.543 7.426
105 H -3.189 1.256 -4.759
106 H 3.924 -0.825 -4.211
107 H -5.236 0.717 -3.363
108 H -1.765 -0.672 -6.456
109 H 3.576 -5.176 -5.495
110 H 3.374 5.309 8.670
111 H -1.154 -4.925 6.929
112 H 2.961 -0.564 -2.042
113 H 3.726 4.708 -3.736
114 H 2.809 0.370 3.036
115 H 0.627 0.183 -3.475
116 H 5.520 -2.854 -5.304
117 H -2.510 0.373 4.254
118 H -1.573 2.876 -1.130
119 H -4.267 -0.481 3.516
120 H 0.714 -1.372 8.802
121 H 2.186 -6.026 -4.822
122 H -7.306 6.282 4.852
123 H -6.645 2.130 0.895
124 H 5.001 1.244 4.914
125 H -1.138 -3.029 5.263
126 H -2.120 2.218 1.077
127 H 4.801 4.222 8.498
128 H -0.628 0.514 2.470
129 H -11.610 3.827 -0.531
130 H 7.718 -1.887 -6.448
131 H -1.089 3.463 -3.901
132 H -2.913 1.683 -6.388
133 H 4.976 0.585 2.044
134 H -2.911 -2.604 -3.554
135 H -10.740 0.415 0.417
136 H 4.233 2.857 -2.269
137 H -1.287 7.991 2.804
138 H 0.605 -5.208 6.552
139 H 5.121 2.801 6.509
140 H -3.076 -3.187 3.349
141 H 2.300 -2.125 2.881
142 H 1.041 2.929 -5.811
143 H -1.941 -8.240 -2.148
144 H -11.972 2.141 -0.751
145 H 0.421 -3.413 -1.913
146 H 1.341 5.924 -0.301
147 H 2.517 2.873 -4.883
148 H 2.813 -3.335 -2.633
149 H -5.698 9.438 4.044
150 H -2.672 -1.940 -7.264
151 H 0.544 1.368 -0.234
152 H 1.662 -2.508 1.317
153 H -0.270 -6.607 -2.792
154 H -0.633 -0.735 -8.596
155 H -3.824 4.133 -1.146
156 H -1.359 1.987 -3.133
157 H 1.296 -2.661 4.895
158 H -4.351 8.432 2.169
159 H 0.195 -3.729 7.232
160 H -0.537 5.128 0.593
161 H 4.873 -2.758 0.686
162 H -0.099 3.430 3.713
163 H -3.584 -5.442 0.519
164 H -3.242 2.950 -5.142
165 H -3.722 -5.334 2.268
166 H 7.014 2.147 -3.116
167 H -0.785 -9.006 -0.994
168 H 4.519 4.144 5.528
169 H 0.270 3.632 0.206
170 H 5.934 -1.738 -3.993
171 H -2.862 0.291 5.956
172 H 2.358 1.079 -1.779
173 H 0.819 -0.958 -6.366
174 H -2.469 -0.868 -0.388
175 H 8.134 -4.095 -5.125
176 H -1.485 -6.240 -0.789
177 H 2.577 2.864 4.808
178 H 0.446 0.199 9.524
179 H -8.505 1.482 -0.361
180 H -11.079 1.195 1.894
181 H -3.360 9.319 3.264
182 H 3.467 -0.404 4.515
183 H -2.509 4.794 -2.031
184 H -12.401 2.812 0.762
185 H 1.520 -2.395 -7.245
186 H -1.804 0.646 -1.106
187 H -2.372 -1.130 5.083
188 H -1.217 3.743 5.021
189 H 6.889 3.493 -0.852
190 H 1.814 -6.721 -2.331
191 H 5.884 -5.997 -4.927
192 H -2.350 -1.004 -3.990
193 H 1.018 0.023 4.737
194 H 0.871 2.310 -2.827
195 H -0.079 5.799 2.893
196 H 3.319 0.168 -0.557
197 H -5.841 6.445 5.768
198 H -1.404 -4.473 3.504
199 H 6.277 1.402 0.305
200 H -3.455 6.404 3.854
201 H 3.562 0.213 -5.549
202 H -2.371 3.731 1.597
203 H -2.024 6.870 1.730
204 H -4.255 1.707 -2.455
205 H 1.570 -4.323 4.454
206 H 7.342 -0.049 -5.051
207 H 2.090 -0.310 9.035
208 H -0.541 -1.273 0.904
209 H 0.771 -2.548 -5.743
210 H -2.105 -0.022 2.024
211 H -0.742 -5.622 4.169
212 H 1.481 -8.197 -2.637
213 H 6.295 -2.221 1.636
214 H -4.817 1.001 -0.361
215 H -5.982 -0.282 -0.901
216 H -6.470 0.536 1.517
217 H -0.016 -1.065 4.365
218 H 0.418 -1.925 -9.008
219 H -3.682 -1.745 -4.829
220 H 1.360 4.161 -4.591
221 H -1.749 2.768 3.598
222 H -3.020 5.525 -0.430
223 H -5.896 -1.013 3.109
224 H 1.677 -3.931 -3.645
225 H -5.482 2.489 -3.340
226 H -8.652 1.708 2.251
227 H 2.738 1.545 5.861
228 H -7.125 7.765 5.745
229 H 5.671 -0.541 3.306
230 H 5.367 2.703 0.648
231 H 8.116 -0.713 -3.898
232 H 6.004 0.941 -2.358
233 H 3.218 -3.227 -4.335
234 H 1.314 0.430 1.004
235 H -0.840 1.452 5.711
236 H -0.788 -3.504 1.858
237 H 2.423 -3.779 2.176
238 H 4.382 4.232 -1.153
239 H 5.848 -6.293 -3.248
240 H -0.239 -6.869 0.166
241 H -1.023 -0.841 -1.432
242 H 5.615 -1.217 0.383
243 H 3.530 -1.589 -5.736
244 H -4.893 -2.002 4.112
245 H 3.789 -7.487 -3.562
246 H 1.389 6.048 -2.106
247 H 2.043 4.599 -1.190
248 H -2.711 -3.138 0.354
249 H 0.402 0.471 -4.985
250 H 4.975 5.906 -4.195
251 H -0.846 6.069 4.467
252 H -8.999 -0.046 2.113
253 H -0.595 -9.052 -2.787
254 H -4.625 8.558 5.151
255 H -1.220 -3.537 -1.249
256 H -4.839 -4.491 1.303
257 H -0.332 -1.288 6.776
258 H -0.621 -4.572 -2.576
259 H -1.071 -4.739 0.802


# 6
The following is a DFT calculation (ωB97M-V/def2-TZVPD) of a molecular structure, C43H45MoN7O2 in a non-equilibrium geometry.

## Properties
ΔE to the lowest compared entry with this formula, charge and spin (eV): 1.855
2S+1: 1
Kohn-Sham gap (eV): 6.49
Net charge: +2

Atoms and positions in Å:
1 Mo 0.173 -0.935 -0.154
2 O 3.862 -3.764 -1.223
3 O 0.139 -2.565 -1.176
4 N 1.063 -2.300 1.366
5 N 5.344 -4.255 0.428
6 N -2.915 5.613 5.139
7 N -1.833 2.058 1.254
8 N -1.250 1.920 -1.939
9 N -0.024 -0.195 -2.230
10 N 0.762 0.141 -4.233
11 C -4.055 -0.155 -1.739
12 C -1.432 3.328 1.168
13 C -2.837 2.578 3.367
14 C -3.306 3.820 -2.262
15 C -4.446 2.688 -0.456
16 C 3.513 0.943 0.636
17 C 0.711 -3.032 -2.314
18 C -5.249 4.805 -1.258
19 C 2.582 -4.534 1.935
20 C 6.372 -5.955 -1.079
21 C -2.622 -1.933 -0.195
22 C 3.001 -3.659 0.940
23 C 2.007 2.913 0.319
24 C 5.766 -4.207 1.834
25 C -4.515 -1.458 -1.589
26 C -2.096 -0.673 -0.430
27 C -2.401 3.891 3.264
28 C 4.129 -3.898 -0.035
29 C 6.200 -5.562 2.380
30 C -1.684 4.280 2.139
31 C 2.199 -2.569 0.709
32 C -2.523 1.705 2.341
33 C -2.689 4.848 4.311
34 C 0.948 -4.387 -2.452
35 C -4.227 4.850 -2.200
36 C 0.655 -0.757 -3.230
37 C 0.671 -3.149 2.322
38 C 6.388 -4.519 -0.578
39 C 2.046 -3.979 -4.562
40 C 0.113 1.302 -3.888
41 C -3.799 -2.347 -0.813
42 C 1.612 -4.857 -3.568
43 C 2.121 1.521 0.951
44 C 1.415 -4.270 2.637
45 C -0.376 1.054 -2.656
46 C -2.842 0.246 -1.187
47 C 1.931 1.614 2.471
48 C 1.095 0.581 0.380
49 C -2.433 1.634 -1.463
50 C 1.088 -2.148 -3.320
51 C -5.362 3.720 -0.392
52 C 1.773 -2.634 -4.437
53 C -3.397 2.736 -1.378
54 H -2.846 0.668 2.394
55 H -6.170 3.680 0.328
56 H -0.255 -2.919 2.831
57 H 3.640 0.772 -0.436
58 H -4.628 0.553 -2.324
59 H 1.917 0.622 2.928
60 H 1.230 -0.026 -5.109
61 H 4.957 -3.801 2.433
62 H 2.587 -4.347 -5.423
63 H 7.152 -5.881 1.953
64 H 6.519 -6.668 -0.268
65 H -0.882 3.604 0.272
66 H 2.497 -1.875 -0.073
67 H -2.558 3.839 -3.049
68 H 0.352 0.186 1.234
69 H -4.521 1.852 0.228
70 H 7.345 -4.270 -0.119
71 H -1.081 2.905 -2.095
72 H 5.456 -6.332 2.161
73 H 4.282 1.643 0.966
74 H 6.327 -5.502 3.462
75 H -3.408 2.250 4.225
76 H -1.337 5.298 2.030
77 H 0.038 2.155 -4.541
78 H -1.424 -0.330 0.475
79 H 6.591 -3.497 1.905
80 H 6.220 -3.842 -1.409
81 H -5.970 5.612 -1.210
82 H -4.162 5.678 -2.896
83 H 1.071 -4.936 3.417
84 H 3.158 -5.427 2.155
85 H 0.631 -5.054 -1.660
86 H 3.671 -0.002 1.161
87 H 2.109 -1.958 -5.218
88 H 1.812 -5.918 -3.665
89 H 7.170 -6.100 -1.807
90 H 5.422 -6.173 -1.569
91 H -2.115 -2.599 0.490
92 H -5.444 -1.759 -2.053
93 H 2.755 2.180 2.911
94 H -4.173 -3.349 -0.646
95 H 1.090 3.412 0.633
96 H 2.029 2.859 -0.774
97 H 2.850 3.530 0.643
98 H 0.995 2.124 2.718